24
Properties=species:S:1:pos:R:3 method="wB97M-V/def2-TZVPD" de_lowest_kj_mol=349.15 homo_ev=-7.692 lumo_ev=1.0
Si 1.78034 0.91632 0.79286
N -2.39558 -2.44837 -0.22292
N -1.38555 -2.02738 -0.88209
C 2.17714 1.44447 -0.98087
C -3.67965 -2.25635 -0.32075
C 2.87153 1.74611 2.05533
C -1.51232 -1.30895 -2.08420
C -0.05337 1.24458 1.23913
H 1.47973 2.16914 -1.31540
H -1.70268 -1.94056 -2.92921
H 3.29961 1.65720 -0.95519
H 2.79479 2.81105 2.43787
H -3.96954 -1.60012 -1.07739
H -2.17032 -3.04913 0.53009
H 2.19364 -0.49357 0.99954
H 4.00898 1.64952 1.78716
H 2.06115 0.66000 -1.72666
H -2.34062 -0.48692 -2.00796
H 2.83149 1.15209 2.99434
H -4.44866 -2.81961 0.08648
H -0.70314 1.08029 0.26812
H -0.39872 0.45993 1.84889
H -0.23467 2.24795 1.69877
H -0.50358 -0.80768 -2.23593

76
Properties=species:S:1:pos:R:3 method="wB97M-V/def2-TZVPD" de_lowest_kj_mol=97.08 homo_ev=-11.504 lumo_ev=-4.5 total_charge=+1
Bi 0.83917 -0.12764 -0.74215
Br 4.03642 -0.97434 -3.25069
S 1.09067 1.60860 -2.67146
O -3.29362 4.03825 1.00242
O 5.97214 3.29667 -1.43658
O -2.92451 -2.76753 1.81767
O -2.75643 -1.64368 -2.88007
O -0.81410 -0.97843 -2.32026
O -6.15915 1.64378 -3.81574
O -1.14138 0.84241 -0.14685
O 1.38701 -3.15346 -0.12733
O -6.56636 3.09187 -2.16817
O -1.20567 3.38002 0.74844
O -1.26414 -3.57906 -0.06183
N -2.42880 3.28824 0.49263
N 0.87899 -0.35049 1.83233
N 4.34124 -0.43715 -0.54679
N -5.88883 2.17345 -2.68460
N 2.09607 2.97195 -0.50154
N 2.16924 3.91761 -2.60508
N -2.03636 -0.69773 -2.48134
N 1.64339 1.91502 0.22615
C -2.64266 -4.06132 -0.12378
C 5.22225 1.64870 0.26744
C -2.05996 1.22729 -0.96057
C 5.24713 1.20785 -2.04050
C -4.55443 1.82776 -2.16414
C -3.52491 -1.79098 2.60228
C -0.52072 -1.10065 3.64102
C 0.83423 0.93886 2.26326
C -3.80601 0.88985 -2.80260
C 0.16091 -1.29206 2.40742
C 2.76695 -3.34177 0.33459
C -2.61956 0.52935 -2.09810
C 4.75810 0.35915 0.51371
C 1.84705 2.87098 -1.80079
C 4.54757 0.02532 -1.74509
C -0.45208 0.16108 4.17881
C -3.36766 -2.87235 0.43200
C 0.09777 1.22972 3.40195
C 1.99736 3.21800 2.28352
C 1.50211 1.97787 1.52356
C 0.92088 -4.39695 -0.57389
C -4.08431 2.62713 -1.08570
C -0.51589 -4.36792 -0.96147
C -2.84316 2.35336 -0.55799
C 5.48297 2.11257 -1.02222
H 5.38731 1.38743 -3.05305
H 1.17069 3.60818 2.85701
H -3.20207 -1.96378 -0.06563
H -3.32329 -0.74348 2.24714
H 3.24275 -2.25474 0.40726
H 2.81705 2.98624 2.91693
H -0.61170 -3.99544 -2.01349
H 5.90215 3.98051 -0.74697
H -1.04716 -1.92308 4.06420
H 2.75553 4.60865 -2.19997
H 2.10868 3.72663 -3.59128
H -4.63505 -1.93072 2.66640
H -0.04657 2.23552 3.76263
H 1.10286 -5.11657 0.24961
H -4.48340 -2.94380 0.33666
H 2.95360 -3.89653 1.30805
H -2.79956 -4.98657 0.37941
H -0.82174 0.40253 5.16882
H -3.07710 -1.85903 3.64105
H 0.08923 -2.30601 2.01411
H -4.70777 3.32760 -0.56998
H 2.29019 3.86386 1.49855
H 5.39469 2.33600 1.13843
H 1.58007 -4.74369 -1.41746
H 3.26317 -3.81887 -0.49728
H -4.25770 0.23389 -3.54370
H -3.00039 -4.17222 -1.10557
H -1.00567 -5.37245 -0.96400
H 4.59224 -0.10923 1.52025

154
Properties=species:S:1:pos:R:3 method="wB97M-V/def2-TZVPD" de_lowest_kj_mol=0.00 homo_ev=-10.384 lumo_ev=-2.9 total_charge=+1
Cl -0.32918 -4.08811 -4.42836
P 1.12355 -2.58350 -4.30721
P -1.39826 -0.15954 -4.45171
O -5.36839 1.56646 -1.61814
O 0.12392 -2.11672 2.73151
O 2.58899 -3.29108 -4.00349
O -0.14197 0.01697 -5.51301
O -3.34332 2.23326 -2.19630
O 0.93789 -2.09180 -1.47044
N -7.95235 -7.28425 -1.83549
N 4.66837 5.99275 4.07220
N -2.39607 -1.37152 -5.18807
N 2.62402 -4.83893 2.46169
N 1.43452 -0.37107 -2.90043
N 0.93686 1.94124 -2.90670
N 1.97199 4.63768 -1.22895
N 2.98923 2.90174 3.44562
N -0.49692 0.25368 -1.98436
N 4.53755 7.60825 -5.37844
N -3.76722 -5.42857 -1.40536
N 0.07037 -4.37643 0.94895
N -5.09574 -0.97782 3.15013
C -1.89348 -1.68581 -2.00560
C 6.06734 4.14565 6.68132
C 2.82921 -0.34532 -2.44620
C -4.48687 0.60023 6.20267
C 0.65555 0.73538 -2.60579
C -1.08948 -3.51181 1.10316
C -4.72351 -6.01632 -3.76248
C -7.97400 -6.42926 -1.06924
C -4.14558 -7.32063 -4.32339
C -2.64266 -7.24126 -4.55785
C 5.87041 5.74433 -2.74552
C -0.79866 -0.93488 -2.81212
C 0.77730 -3.50340 -1.28016
C 6.27262 -4.03056 1.71841
C 1.06056 7.46226 -3.60175
C -0.11241 6.11090 -1.79049
C -4.02425 1.40963 -1.66572
C 5.38538 -2.79695 1.84760
C 7.30089 5.04233 6.66123
C 0.64295 -1.60606 -2.76428
C 2.88347 1.47942 -0.53449
C -7.99456 -5.34381 -0.08975
C 5.52074 3.84401 5.28196
C 4.89221 6.65726 -4.84239
C 1.05146 5.28273 -1.47586
C -5.40684 0.83694 5.00056
C -0.80332 -2.09713 1.64488
C -0.11674 6.55701 -3.25692
C 2.28246 4.84120 1.85086
C 2.68051 3.75616 2.74298
C -5.22968 -0.17513 3.96010
C -2.10065 -1.33714 2.00095
C 3.01297 0.53790 -1.26767
C -4.78808 -0.70212 6.93632
C 5.34901 5.44934 -4.15551
C 4.33286 -2.92937 2.95248
C -7.03067 -5.59485 1.07432
C -3.29119 -1.03304 -2.01181
C 1.18697 5.72091 2.45703
C -3.43928 0.15799 -1.00979
C -0.12153 4.97014 2.68471
C -4.19480 -5.68935 -2.43938
C 3.37336 -3.99718 2.67699
C 7.11179 6.62957 -2.74311
C 1.15749 -3.79186 0.20105
C 5.03872 5.04484 4.60423
C -7.40799 -6.81507 1.90719
H 0.99769 7.78169 -4.64096
H -0.13214 6.98187 -1.13252
H -5.19576 1.81952 4.57401
H 6.29194 3.36458 4.67571
H -4.51619 -5.19369 -4.45108
H 6.90301 7.61113 -3.17124
H -0.88031 5.64413 3.08298
H -0.34525 0.06497 -0.99709
H -4.60490 1.43263 6.89861
H 3.15650 5.45977 1.63718
H -0.25463 -3.83562 -1.42831
H -0.50096 4.55001 1.74877
H -2.29570 -1.44969 3.06681
H 6.12647 4.96362 -4.74846
H 1.79698 2.19565 -3.37428
H 1.96409 -4.52665 0.20358
H 0.00523 4.15497 3.39944
H 6.11160 4.79679 -2.25901
H 4.51548 4.74621 -4.08977
H -8.41540 -6.71382 2.31617
H 7.92040 6.17078 -3.31538
H 0.38241 -4.77843 1.82001
H 4.81803 -3.11276 3.91280
H 6.32676 3.20101 7.16291
H 4.89771 -2.60040 0.88916
H -2.90224 -1.76796 1.39327
H -0.28362 -1.54860 0.83439
H 3.24584 -1.32809 -2.23126
H -2.40180 -6.42558 -5.24487
H 3.79100 -1.98576 3.04803
H 1.53026 6.14505 3.40182
H -9.01088 -5.20985 0.28593
H -7.02902 -4.71398 1.71953
H 5.29198 4.61312 7.29165
H 7.02618 -3.87506 0.94615
H 1.44765 -4.11370 -1.89171
H 6.78953 -4.23990 2.65647
H -3.44348 0.59980 5.87982
H -1.74074 -3.99807 1.84489
H 0.26426 2.67853 -2.73545
H -4.62926 -1.56929 6.29295
H 2.79210 2.35347 0.06593
H -1.94522 -2.71374 -2.38113
H -0.10821 5.68359 -3.91462
H -2.10180 -7.07634 -3.62337
H -4.64453 -7.54017 -5.26851
H 4.69659 3.13436 5.36364
H 7.46496 6.78165 -1.72328
H -5.73343 1.08522 -0.86542
H -6.01304 -5.71545 0.69641
H 2.41277 -4.23687 -3.86649
H 2.01519 6.94871 -3.47180
H 5.08726 6.21837 -2.14964
H -0.07928 -0.77659 -6.06899
H -5.82073 -0.72190 7.28976
H 3.44084 0.07248 -3.25794
H -3.31603 -0.95040 -5.24640
H -2.27369 -8.16953 -4.99370
H -2.41951 -2.22394 -4.63836
H 8.10296 4.59060 6.07391
H -4.16292 -0.14578 -0.23851
H -1.01932 5.53755 -1.58193
H -1.54732 -1.70040 -0.96749
H -7.71767 -4.41385 -0.59048
H 6.01358 -1.93214 2.06883
H -6.44947 0.85025 5.32361
H -7.36916 -7.73055 1.31457
H 0.86277 -1.56208 2.47697
H 7.67208 5.19802 7.67427
H 1.59777 -2.88283 0.65219
H 1.94504 4.42980 0.90022
H -6.71593 -6.93123 2.74123
H -4.13393 -0.80803 7.80151
H 5.69266 -4.91296 1.44255
H -1.04545 7.09320 -3.45516
H -2.52318 0.37923 -0.46783
H -3.98894 -1.80206 -1.66061
H 1.00009 6.55831 1.78068
H -4.36111 -8.15167 -3.64994
H -1.65491 -3.50352 0.16447
H -1.93869 -0.28422 1.74682
H -3.65227 -0.75073 -3.00154
H 1.06339 8.35461 -2.97344
H -5.80983 -6.10882 -3.69513
H 7.07536 6.02220 6.23707

17
Properties=species:S:1:pos:R:3 method="wB97M-V/def2-TZVPD" de_lowest_kj_mol=549.06 homo_ev="-5.592 / -5.599" lumo_ev="-0.4 / -0.4"
N -1.33471 0.42065 2.45832
N 0.41163 -0.23083 -0.59993
N -0.34616 0.11087 1.53987
C 2.81876 0.10238 0.20573
C -1.91796 0.35001 -0.31180
C -0.69640 0.09989 0.25119
C 0.16728 -0.84790 -1.88817
C 1.63006 0.02392 -0.27959
H 1.11249 -0.98843 -2.41430
H -0.49001 -0.21934 -2.49049
H -0.88302 0.70160 3.32215
H -2.10275 0.36209 -1.36694
H 3.19107 -0.61110 0.93480
H -0.31216 -1.81693 -1.74204
H 3.51909 0.87416 -0.08433
H -2.76846 0.53611 0.31637
H -1.99876 1.13284 2.14914

59
Properties=species:S:1:pos:R:3 method="wB97M-V/def2-TZVPD" multiplicity=3 homo_ev="-1.175 / -5.062" lumo_ev="1.9 / 1.9" total_charge=-1
Cr 1.19250 -0.43508 -4.75153
O 0.92584 -2.69506 -2.71543
O -0.78096 -2.21226 -6.25332
O -2.27384 -1.14108 2.71406
O 3.03670 -2.47232 -6.08590
N -2.34141 0.71776 0.71221
C -0.92472 0.27125 4.02105
C -0.87500 -0.67552 5.05668
C 0.45714 0.63540 -1.84227
C -2.81265 1.97866 0.61458
C -4.78797 1.18028 -0.52315
C -0.06872 1.19083 -4.21428
C 2.25040 0.97702 -3.57518
C -4.03921 2.23289 0.00898
C 0.31250 1.37499 -5.55015
C -0.20675 -0.39334 6.24485
C 3.44237 -2.09956 2.29352
C -0.10401 -1.44398 -5.69725
C 1.10741 -0.92264 1.22958
C -1.46945 -0.21197 2.71579
C 2.42704 -1.60745 -5.59976
C -4.29087 -0.11405 -0.38575
C 2.63563 1.15816 -4.90812
C 0.30173 0.89120 6.46527
C 1.04624 -1.80073 -3.45558
C 1.66569 1.35523 -5.90206
C 0.13685 0.30475 -0.71559
C -0.47782 1.58014 4.26519
C -3.03939 -0.32155 0.18350
C 0.11822 1.88388 5.49380
C 2.32511 -0.85717 0.54417
C 1.06879 -1.64458 2.42917
C 3.47760 -1.45685 1.05364
C 2.23775 -2.14999 3.00356
C -0.18772 -0.39563 0.56218
C -1.04184 0.43740 1.40564
C 0.88750 1.01555 -3.19847
H -4.83919 -0.99296 -0.71314
H 4.39044 -1.42912 0.45884
H 4.33308 -2.58469 2.68980
H 2.35440 -0.34987 -0.42008
H -0.63933 2.33766 3.49772
H -5.72050 1.36819 -1.04780
H 3.69276 1.11889 -5.17602
H -2.18681 2.74667 1.05799
H 0.11475 -1.85540 2.91387
H -0.72891 -1.30810 0.27545
H -2.59803 -1.30727 0.29623
H -0.45453 1.51205 -6.31398
H -1.12343 1.14739 -3.93177
H 0.45151 2.90305 5.69134
H 1.96471 1.47403 -6.94681
H 2.99454 0.77348 -2.80139
H 0.84254 1.11266 7.38755
H 2.18323 -2.62980 3.98297
H -0.07886 -1.18110 6.98723
H -1.34542 -1.64835 4.91098
H -4.37834 3.25910 -0.03139
H -0.55930 1.39893 1.58878

26
Properties=species:S:1:pos:R:3 method="wB97M-V/def2-TZVPD" multiplicity=2 de_lowest_kj_mol=492.69 homo_ev="-12.029 / -11.935" lumo_ev="-6.5 / -6.5" total_charge=+1
Cu -0.27597 0.60207 -0.10586
O 2.63495 0.89142 0.73918
O -1.97100 -1.19493 -2.00934
O -1.23293 3.48670 -0.53535
O 0.60791 2.62090 -2.89335
O 1.14513 -1.90769 0.10346
N -1.05044 -0.17162 1.75668
C 1.39462 -0.97616 -0.63842
C -2.39170 -0.16997 1.84254
C -2.29170 -1.18934 4.00900
C 1.57506 0.53677 0.39741
C -2.92867 -1.61764 5.28775
C -3.04929 -0.61779 2.99356
C 0.23747 2.08910 -1.89368
C -0.90640 -1.24839 3.87769
C -0.31746 -0.78414 2.70160
C -1.16445 -0.52670 -1.55847
C -0.56754 2.54021 -0.79661
H -3.45572 -0.77433 5.74384
H -3.66560 -2.40797 5.13024
H -2.17783 -1.98207 5.98844
H 1.72823 -1.23378 -1.65035
H -4.13691 -0.54827 3.11317
H 0.75479 -0.86799 2.53940
H -0.23866 -1.66614 4.62142
H -2.98046 0.22270 1.00270

15
Properties=species:S:1:pos:R:3 method="wB97M-V/def2-TZVPD" de_lowest_kj_mol=279.26 homo_ev=-13.434 lumo_ev=-2.9 total_charge=+1
N 0.55506 -0.98289 0.01768
N 2.54130 0.57070 -0.00816
N -1.16380 2.24913 0.24650
N -0.42005 1.48418 -0.03702
N -1.74874 3.18754 0.71320
C -0.30587 -1.69123 -0.15133
C -1.48137 -2.45322 -0.29241
H 1.60247 -0.15809 -0.13458
H -2.72956 3.30053 0.65188
H 3.33888 0.13898 -0.50838
H 2.60745 0.49649 0.92412
H -1.43456 -3.24570 0.43780
H 2.35854 1.60435 -0.39853
H -2.24672 -1.70942 -0.09767
H -1.47304 -2.79133 -1.36308

93
Properties=species:S:1:pos:R:3 method="wB97M-V/def2-TZVPD" homo_ev=-12.017 lumo_ev=-8.6 total_charge=+3
Br -5.90475 5.58952 5.00365
K 4.30907 0.20956 -8.76358
Al -0.19093 -5.23609 1.29294
Al 4.15348 -0.21410 -2.54706
F -2.52588 7.73290 3.94307
F -4.80475 7.78523 3.24133
O -4.99463 11.05745 4.84513
O -4.05204 3.67220 4.54690
O -3.99514 5.93393 4.52758
O -2.06203 -8.63785 3.71862
O 5.59836 2.81754 -6.80541
O 4.55578 0.94033 -4.11445
O 5.11903 4.58953 -0.00053
O -3.30390 6.17309 2.30034
O -6.89093 11.48020 4.28931
O -2.98580 -4.48599 0.49109
O -6.41621 9.40417 4.76445
O -3.20406 3.96565 1.81440
N 1.91719 0.26042 1.18387
N 3.79273 -0.33730 -5.79333
C -0.04219 1.49776 2.60784
C -2.50111 -5.22295 2.66735
C -2.24355 -7.68170 2.97363
C -2.07456 -4.80007 5.39832
C -2.07571 -6.09747 4.88393
C -2.96602 -0.24674 0.13655
C -2.80130 -8.30893 -1.21392
C -2.89218 -7.02003 -0.68651
C -2.27976 -6.30828 3.51379
C -1.42469 0.22850 0.57350
C -1.48923 0.90052 2.06732
C -6.11724 10.58178 4.63984
C 3.18106 1.50439 -0.99419
C -2.49384 -3.92130 3.18550
C 2.94346 0.23084 0.04868
C -2.27592 -3.71240 4.54903
C 3.62016 0.63138 -4.84967
C 2.30865 2.87855 -0.79841
C -2.69046 -6.80789 0.68353
C -3.84956 4.72615 3.96591
C 1.58060 -2.03113 3.01655
C -2.74639 -5.43543 1.22694
C 2.27331 1.29063 -4.74654
C 2.83111 -0.84099 -6.74499
C -2.32444 -9.17962 0.98959
C 1.07038 1.52545 1.40360
C 6.94918 3.15954 -7.07842
C -2.50832 -9.38652 -0.37849
C 7.84185 1.95534 -6.86134
C 1.77114 -1.00776 2.04279
C -2.42186 -7.88856 1.52265
C -3.42566 4.87276 2.60012
C 1.20799 2.88765 0.44822
C -0.39497 3.00612 3.22573
B -3.65772 6.93064 3.50562
H -2.10113 -10.02637 1.63654
H 3.23145 -0.67847 -7.74865
H -2.95371 -8.47139 -2.27868
H -2.35291 1.70987 2.12330
H 2.71649 -1.91422 -6.57423
H 2.02927 1.79332 -5.68637
H -1.07887 0.96081 -0.28338
H 1.86073 -0.35168 -6.65553
H -1.40324 2.84704 3.84441
H 5.55171 2.52393 -5.87932
H 7.53571 1.12761 -7.50928
H 0.56860 3.86051 0.59107
H 7.01199 3.50068 -8.11606
H -1.91295 -6.94141 5.55225
H -1.77118 0.02703 2.81726
H 0.37163 0.88291 3.54348
H -3.34821 0.43851 -0.75766
H 4.38792 4.02114 -0.16068
H -2.86288 -1.33534 -0.28548
H 7.76515 1.59727 -5.82950
H -1.91199 -4.63811 6.46169
H -2.26548 -2.70053 4.94838
H 7.24089 3.98730 -6.42476
H -3.11574 -6.18296 -1.34559
H 2.29438 2.03918 -3.94966
H 2.37029 3.83899 -1.49060
H -0.74723 -0.73481 0.64212
H -2.42495 -10.38930 -0.79162
H 3.60484 -0.74968 -0.09830
H 1.24495 -3.02637 3.55527
H 4.72630 -0.73130 -5.79865
H -3.74652 -0.12457 0.99970
H -2.65341 -3.06681 2.52977
H 8.88644 2.20122 -7.07211
H 1.51000 0.54708 -4.50197
H 0.41337 3.33773 4.00403
H -0.64657 3.79738 2.40146
H 3.97810 1.41313 -1.87507

14
Properties=species:S:1:pos:R:3 method="wB97M-V/def2-TZVPD" de_lowest_kj_mol=441.77 homo_ev=-8.771 lumo_ev=0.9
O -0.48213 0.34021 -1.58906
O -0.01932 1.38580 0.68191
C 1.62535 -0.36552 0.61162
C -1.87519 0.34147 -0.67936
C 0.15029 -0.01779 0.73001
C -0.71946 -0.53404 -0.42564
H 2.03730 -0.02904 -0.34670
H 2.18884 0.12584 1.41034
H 1.77857 -1.44719 0.69441
H -0.63173 -1.58151 -0.71828
H -1.00128 1.44630 0.41656
H -0.01308 1.11002 -1.17649
H -2.59767 -0.10242 -1.36691
H -0.25498 -0.42758 1.66824

6
Properties=species:S:1:pos:R:3 method="wB97M-V/def2-TZVPD" smiles="O=c1c[n+]1[O-]" de_lowest_kj_mol=452.83 homo_ev=-8.929 lumo_ev=0.2
O -1.63619 -1.23697 -0.04467
O 0.14761 2.11039 0.08947
N -0.71621 -0.44133 -0.11329
C 0.58385 -0.34760 -0.11400
C 0.35622 0.95365 0.03724
H 1.26472 -1.03814 0.14526

no.,M (g/mol)
1,132.28
2,938.50
3,1025.68
4,111.15
5,524.52
6,297.73
7,102.12
8,888.45
9,88.11
10,71.03